Density functional theory data (wB97M-V/def2-TZVPD) for a structure of composition C5H11BN.

Positions of all 18 atoms, in Å:
B1 -2.232 0.930 -0.242
C1 0.080 -2.058 1.942
C2 0.287 -0.811 1.635
C3 -0.582 0.416 0.829
C4 1.128 0.021 -2.290
C5 0.479 1.004 -0.133
N1 0.953 -0.067 -1.047
H1 -0.696 -2.516 1.449
H2 0.719 -2.534 2.600
H3 1.122 -0.273 1.956
H4 -0.953 1.076 1.637
H5 -2.195 2.012 -0.337
H6 1.545 -0.825 -2.968
H7 0.955 0.922 -3.035
H8 1.346 1.201 0.468
H9 0.069 1.660 -0.879
H10 1.145 -0.942 -0.624
H11 -3.102 0.257 -0.754

Cartesian forces, eV/Å:
B 1.42 -5.00 1.47
C -0.15 1.20 -0.90
C -2.45 3.20 -1.98
C -1.63 -1.15 -1.26
C 0.84 0.15 -4.39
C -0.94 -1.44 0.48
N -0.30 0.65 -0.59
H -1.87 -1.49 -0.40
H 1.15 -1.19 1.03
H 1.41 0.61 1.06
H 1.08 0.08 -0.36
H 0.30 3.10 -0.14
H -0.77 0.95 1.94
H -0.01 -1.23 2.48
H 0.64 1.20 -0.21
H 0.28 1.50 0.53
H 0.30 -1.29 0.78
H 0.69 0.15 0.48

The net charge is +1. The molar mass comes out at 96.0 g/mol. As for the energy above the lowest of the compared OMol25 structures with the same formula, charge and spin: 469.0 kJ/mol. The LUMO energy comes out at -4.88 eV. The value obtained for the orbital gap is 8.676 eV. The calculation puts the HOMO energy at -0.49805 hartree. Its max |F| is 5.399 eV Å⁻¹. The total energy is -7517.291 eV.